Molecular formula: C34H30Cl2N4O5PRbS3Se2
Method: DFT, ωB97M-V/def2-TZVPD

The geometry in XYZ format:
```
82
Properties=species:S:1:pos:R:3:forces:R:3
Rb -0.5965 -0.6386 1.0009 -0.04 1.42 -0.13
Cl -3.8074 2.9274 7.8606 0.07 -0.04 -0.09
C -2.9087 2.5412 6.3991 0.03 -0.01 -0.05
C -2.6122 3.5726 5.4869 -0.05 0.08 0.05
C -1.9187 3.3056 4.3450 -0.09 0.11 0.08
Cl -1.5503 4.5868 3.2353 -0.03 -0.03 0.06
C -1.4587 1.9767 3.9830 -0.07 0.05 0.13
O -0.8279 1.7764 2.9332 0.32 -0.26 -0.34
C -1.7764 0.9682 4.9663 0.04 -0.33 0.11
C -1.3486 -0.4134 4.8121 0.01 0.30 -0.19
O -0.7247 -0.8951 3.8817 -0.02 -0.14 0.17
C -2.4908 1.2682 6.1414 -0.03 0.09 0.01
H -2.9333 4.5859 5.6903 -0.01 -0.01 0.02
H -1.6295 -1.0651 5.6686 -0.03 -0.01 0.01
H -2.7042 0.4684 6.8419 -0.01 0.00 0.01
Se -2.2730 4.0202 -1.1233 -0.04 0.02 0.01
P -1.1278 3.1556 -2.7041 0.03 -0.09 -0.06
Se -0.1642 1.2529 -2.4515 -0.01 0.02 0.04
C -2.1630 3.1264 -4.2338 -0.05 0.05 -0.02
C -2.3101 1.9800 -4.9999 0.01 0.00 -0.01
C -3.0949 1.9965 -6.1505 0.03 -0.01 0.04
C -3.7262 3.1636 -6.5485 0.01 0.02 0.06
C -3.5770 4.3191 -5.7858 0.00 -0.03 -0.03
C -2.8083 4.2966 -4.6352 0.02 0.00 0.04
C 0.1588 4.3507 -3.2686 0.01 0.05 0.01
C 0.4958 5.4608 -2.5074 0.00 0.00 -0.06
C 1.4709 6.3479 -2.9523 -0.03 -0.01 0.04
C 2.1080 6.1383 -4.1653 -0.03 -0.02 0.00
C 1.7769 5.0241 -4.9301 0.00 0.01 0.03
C 0.8143 4.1357 -4.4798 0.03 -0.03 -0.02
H -1.8003 1.0789 -4.6788 -0.02 -0.02 -0.01
H -3.2093 1.0893 -6.7315 -0.01 -0.01 -0.02
H -4.3405 3.1758 -7.4409 0.00 0.00 -0.02
H -4.0668 5.2376 -6.0871 -0.02 0.00 0.00
H -2.7136 5.1853 -4.0219 0.00 0.00 0.01
H -0.0260 5.6207 -1.5717 0.00 0.01 0.02
H 1.7269 7.2068 -2.3431 0.01 0.01 -0.01
H 2.8581 6.8375 -4.5154 0.02 -0.01 0.00
H 2.2759 4.8444 -5.8750 0.00 0.00 -0.01
H 0.5729 3.2570 -5.0663 -0.02 -0.01 0.00
C 2.1675 -5.1913 -1.4076 0.03 -0.10 -0.05
C 2.3028 -3.8051 -1.9415 -0.03 -0.06 0.03
C 2.5506 -3.3220 -3.2079 -0.06 0.06 0.02
C 2.4790 -1.9130 -3.0821 0.02 0.08 -0.01
N 2.2264 -1.5652 -1.8317 0.01 -0.15 0.02
N 2.1295 -2.7272 -1.1592 0.00 0.20 -0.04
C 2.6229 -0.8626 -4.1355 0.02 -0.04 -0.07
H 2.4991 -5.9110 -2.1559 0.00 0.00 0.01
H 1.1300 -5.4250 -1.1571 -0.02 0.04 -0.01
H 2.7649 -5.3375 -0.5058 0.01 0.03 0.01
H 2.7319 -3.9027 -4.0973 0.00 0.00 -0.02
H 1.8861 -2.7107 -0.1748 -0.01 0.01 0.07
H 3.4739 -1.0735 -4.7875 0.01 0.01 0.01
H 2.7544 0.1128 -3.6720 0.01 0.00 0.04
H 1.7279 -0.7978 -4.7574 -0.02 -0.04 0.01
S 3.6836 0.1763 1.3508 -0.06 0.06 0.13
C 3.1663 0.4202 2.8960 -0.02 -0.08 -0.13
N 2.0960 1.1091 3.2965 0.01 -0.16 -0.19
C 1.8787 1.2642 4.7217 0.03 0.05 -0.09
C 2.5328 0.0496 5.3612 -0.10 0.02 0.03
S 3.9827 -0.2613 4.3141 0.07 -0.02 0.03
H 1.4166 1.4357 2.6191 -0.05 0.17 0.18
H 0.8142 1.3224 4.9252 -0.04 -0.03 0.02
H 2.3607 2.1842 5.0714 -0.03 0.01 0.01
H 1.8699 -0.8145 5.3167 0.01 0.00 0.00
H 2.8317 0.2398 6.3898 0.03 -0.01 0.00
O -2.5030 -4.9553 -0.7014 -0.09 -0.05 -0.08
S -2.2824 -4.4810 0.6394 0.15 0.19 0.05
O -3.4430 -4.2109 1.4484 -0.08 -0.01 -0.04
N -1.2357 -3.2446 0.6673 0.02 -0.71 0.11
C -0.0871 -3.5781 1.2783 -0.20 -0.21 -0.07
O 0.8874 -2.8314 1.4339 0.29 -0.29 0.04
C -0.0630 -5.0009 1.7773 0.02 0.12 -0.01
C 0.9657 -5.6544 2.4289 -0.01 -0.07 0.02
C 0.7680 -6.9849 2.7796 -0.03 0.04 -0.02
C -0.4321 -7.6298 2.4798 0.01 -0.02 0.01
C -1.4621 -6.9635 1.8250 0.09 0.04 0.03
C -1.2431 -5.6414 1.4878 -0.04 -0.26 0.04
H 1.8845 -5.1260 2.6475 0.02 0.00 0.01
H 1.5511 -7.5307 3.2911 0.01 -0.01 0.00
H -0.5617 -8.6679 2.7613 0.00 0.00 0.00
H -2.3932 -7.4603 1.5883 -0.02 0.01 -0.01
```
Forces are in eV/Å.

## Properties
LUMO level, eV: 3.527
Relative energy (zero: lowest compared OMol25 entry of this formula, charge and spin), eV: 0.241
Total energy, Ha: -9192.3551
HOMO level, eV: -2.3960
Multiplicity: 1
Orbital gap, Ha: 0.2177
Net charge: -2

=====

Molecular formula: C6H14N4O3
Method: DFT, ωB97M-V/def2-TZVPD

The geometry in XYZ format:
```
27
Properties=species:S:1:pos:R:3:forces:R:3
C -1.8645 -0.0951 1.4568 0.91 -2.70 -1.72
C 0.0641 -2.6726 1.9218 3.15 1.43 -0.60
C 1.2632 0.8757 -1.6790 -0.05 -2.55 1.29
C -0.0154 1.5738 -1.4394 -0.05 2.39 0.42
C -1.2472 2.0640 0.5130 -3.22 1.02 -0.87
C -0.5835 -1.7821 0.9240 -1.41 -0.96 3.23
N -1.9039 -1.5108 1.1013 1.88 3.52 0.90
N -2.0679 0.8977 0.5513 0.38 -1.31 0.78
N -3.0190 -2.1978 0.9638 -1.19 0.05 -1.20
N 1.3081 -0.5195 -1.0275 0.12 3.38 3.28
O -2.9904 -3.3921 0.8162 0.46 -0.86 0.17
O -3.9911 -1.4898 0.8878 -2.00 0.35 0.34
O 0.0019 1.9773 -0.0318 0.12 -0.20 -1.40
H -1.3605 0.1912 2.3390 0.31 -0.21 1.04
H 0.4436 -2.0304 2.8053 -0.42 -1.39 -1.03
H -0.6484 -3.3761 2.1786 -1.19 -1.55 1.18
H 0.9403 -3.2379 1.4082 -1.24 1.05 1.11
H 2.1864 1.3637 -1.3555 -0.42 0.66 -0.85
H 1.0691 0.6237 -2.6976 1.31 0.10 -1.33
H -0.0297 2.5175 -2.2323 -0.37 -2.02 2.26
H -0.8638 0.8765 -1.6315 0.59 0.61 0.03
H -1.9686 2.7857 -0.0038 1.40 -0.25 0.30
H -1.2800 2.3139 1.5371 1.19 1.04 1.21
H -0.0707 -1.4776 0.1125 0.91 1.17 -2.72
H 2.0439 -0.5777 -0.2488 -1.55 0.40 -1.48
H -2.5927 0.6480 -0.2245 -1.12 -0.40 -1.55
H 1.6525 -1.0377 -1.7310 1.52 -2.77 -2.77
```
Forces are in eV/Å.

## Properties
LUMO level (spin up / spin down), eV: 0.571 / 0.649
Relative energy (zero: lowest compared OMol25 entry of this formula, charge and spin), eV: 9.273
Total energy, Ha: -681.4512
HOMO level (spin up / spin down), eV: -7.2702 / -7.4323
Multiplicity: 1
Orbital gap (spin up / spin down), Ha: 0.2881 / 0.2970

=====

Molecular formula: C30H26NO3P2ReS
Method: DFT, ωB97M-V/def2-TZVPD

The geometry in XYZ format:
```
64
Properties=species:S:1:pos:R:3:forces:R:3
Re -1.2468 -0.3460 1.3526 -0.08 -0.15 0.06
O 0.1303 0.9104 1.8236 -0.10 0.10 0.03
N -0.1875 2.2463 1.8177 0.07 0.00 -0.01
C 0.8265 3.1194 1.6447 -0.03 -0.01 0.01
C 0.5644 4.4576 1.7151 0.01 -0.01 0.00
C -0.7465 4.8807 1.9715 0.02 0.00 0.00
C -1.7516 3.9594 2.1484 -0.02 -0.01 0.01
C -1.4603 2.5961 2.0729 0.00 -0.09 0.02
S -2.5714 1.3005 2.3564 0.09 -0.01 0.01
H 1.7923 2.6756 1.4554 0.00 0.00 0.00
H 1.3704 5.1613 1.5714 -0.01 0.01 0.00
H -0.9685 5.9376 2.0305 0.00 0.00 0.00
H -2.7712 4.2567 2.3492 0.00 0.01 0.00
O -1.4996 0.8687 -0.3063 0.02 0.07 -0.23
P -2.7950 0.9253 -1.1381 0.16 0.03 0.19
C -4.0159 -0.2792 -0.4768 -0.05 0.06 -0.04
P -3.1578 -1.7984 -0.0037 0.51 -0.09 -0.11
O -1.6276 -1.6382 -0.2558 -0.42 -0.05 0.05
C -3.8183 -3.2044 -0.8270 -0.01 -0.07 -0.08
C -5.1976 -3.4322 -0.8255 -0.01 0.04 0.01
C -5.6990 -4.5621 -1.4433 0.03 -0.02 -0.01
C -4.8274 -5.4523 -2.0634 -0.05 -0.02 -0.01
C -3.4594 -5.2233 -2.0682 0.04 0.02 0.01
C -2.9422 -4.0983 -1.4441 -0.04 -0.03 0.00
C -3.0467 -1.8332 1.7837 -0.42 0.01 0.31
C -1.7819 -2.3406 2.2255 0.28 0.14 -0.11
C -1.4082 -2.0599 3.5601 0.03 0.10 -0.08
C -2.3323 -1.5204 4.4422 0.10 -0.05 0.01
C -3.6537 -1.2800 4.0496 -0.10 0.04 0.12
C -4.0080 -1.4115 2.7324 0.00 -0.01 -0.16
C -3.5301 2.5434 -1.0647 -0.07 0.06 0.00
C -2.7272 3.6071 -1.4902 -0.02 -0.04 0.01
C -3.2223 4.8982 -1.4471 0.00 0.03 -0.01
C -4.5139 5.1331 -0.9896 -0.01 0.04 0.00
C -5.3154 4.0807 -0.5729 0.02 -0.05 -0.01
C -4.8247 2.7830 -0.6093 0.01 0.02 0.00
C -2.4736 0.5012 -2.8274 0.01 0.00 -0.10
C -1.3389 -0.2386 -3.1609 0.00 0.00 0.00
C -1.1233 -0.5948 -4.4831 -0.02 0.02 0.03
C -2.0364 -0.2211 -5.4593 0.01 -0.01 -0.03
C -3.1659 0.5184 -5.1284 0.00 0.00 -0.01
C -3.3860 0.8885 -3.8136 0.02 -0.01 0.02
H -4.7684 -0.4783 -1.2426 0.00 0.01 0.00
H -4.4868 0.1592 0.4052 -0.01 -0.01 0.00
H -5.8797 -2.7377 -0.3455 0.01 0.00 0.00
H -6.7634 -4.7516 -1.4468 0.00 0.00 0.00
H -5.2229 -6.3345 -2.5491 0.00 0.01 0.00
H -2.7942 -5.9217 -2.5571 0.00 0.00 0.00
H -1.8765 -3.9105 -1.4421 0.00 0.01 0.00
H -1.2101 -3.0378 1.6241 -0.02 -0.03 0.04
H -0.4307 -2.3636 3.9104 -0.01 -0.01 0.02
H -2.0406 -1.3316 5.4671 0.02 0.00 -0.01
H -4.3813 -0.9449 4.7756 0.01 0.00 0.01
H -5.0115 -1.1504 2.4160 0.00 -0.03 0.00
H -1.7251 3.4251 -1.8620 0.00 -0.02 0.00
H -2.6089 5.7229 -1.7849 0.00 -0.01 0.00
H -4.9023 6.1429 -0.9683 0.01 0.00 0.00
H -6.3234 4.2678 -0.2289 0.00 -0.01 0.00
H -5.4637 1.9701 -0.2899 -0.01 0.01 0.01
H -0.6334 -0.5221 -2.3924 0.00 0.00 0.01
H -0.2398 -1.1570 -4.7535 0.00 0.00 0.00
H -1.8617 -0.4994 -6.4903 -0.01 0.00 0.00
H -3.8646 0.8162 -5.8980 0.00 0.00 0.00
H -4.2528 1.4887 -3.5611 0.00 0.00 0.01
```
Forces are in eV/Å.

## Properties
LUMO level (spin up / spin down), eV: -6.623 / -6.623
Relative energy (zero: lowest compared OMol25 entry of this formula, charge and spin), eV: 0.000
Total energy, Ha: -2597.9769
HOMO level (spin up / spin down), eV: -13.5760 / -13.5747
Multiplicity: 1
Orbital gap (spin up / spin down), Ha: 0.2555 / 0.2555
Net charge: +2

=====

Molecular formula: C5H8N2
Method: DFT, ωB97M-V/def2-TZVPD

The geometry in XYZ format:
```
15
Properties=species:S:1:pos:R:3:forces:R:3
C -1.8789 -0.7059 0.3372 -0.02 -0.01 0.02
C -0.7399 0.0532 -0.2911 -0.13 -0.13 -0.12
C -0.3714 1.4317 0.1185 -0.07 0.27 -0.02
N 0.4271 0.2914 0.5435 0.11 -0.07 0.05
C 1.7173 0.1575 -0.1064 0.11 0.06 -0.05
C 2.1243 -1.2573 -0.1507 0.26 -0.94 -0.06
N 2.4351 -2.3692 -0.2067 -0.30 1.07 0.05
H -2.0186 -0.3854 1.3741 0.02 -0.04 -0.15
H -1.6684 -1.7806 0.3381 -0.03 0.15 -0.01
H -2.8118 -0.5369 -0.2118 0.14 -0.01 0.07
H -0.5344 -0.1898 -1.3367 0.00 0.03 0.16
H 0.0433 2.0934 -0.6428 -0.03 -0.12 0.12
H -0.9197 1.9351 0.9115 0.07 -0.10 -0.13
H 1.7303 0.5442 -1.1406 -0.04 -0.07 0.13
H 2.4657 0.7186 0.4638 -0.08 -0.09 -0.08
```
Forces are in eV/Å.

## Properties
LUMO level, eV: 0.915
Relative energy (zero: lowest compared OMol25 entry of this formula, charge and spin), eV: 1.632
Total energy, Ha: -304.7755
HOMO level, eV: -9.8901
Multiplicity: 1
Orbital gap, Ha: 0.3971
SMILES string: C[C@H]1CN1CC#N